[1]
{
  "formula": "C4H11N2S",
  "method": "wB97M-V/def2-TZVPD",
  "elements": ["C", "C", "C", "C", "N", "N", "S", "H", "H", "H", "H", "H", "H", "H", "H", "H", "H", "H"],
  "xyz": [[-0.45, -2.06, -1.02], [1.79, 0.24, 0.86], [-3.15, 3.03, 1.20], [0.20, -1.31, 0.04], [1.85, -0.52, -1.31], [1.23, -0.59, -0.16], [-1.87, 2.09, 0.86], [0.20, -2.73, -1.45], [-1.34, -2.63, -0.68], [-0.75, -1.36, -1.74], [2.73, 0.68, 0.47], [1.94, -0.42, 1.61], [1.24, 1.11, 1.12], [-4.13, 2.63, 0.98], [-2.97, 4.03, 1.54], [1.26, -1.06, -1.97], [-0.25, -1.44, 0.97], [2.46, 0.29, -1.33]],
  "relative_energy_kj_mol": 332.1,
  "lumo_ev": -3.769,
  "homo_lumo_gap_ev": 8.15,
  "charge": 1
}

[2]
{
  "formula": "C2H6N2S",
  "method": "wB97M-V/def2-TZVPD",
  "elements": ["N", "N", "C", "C", "S", "H", "H", "H", "H", "H", "H"],
  "xyz": [[0.92, -2.14, 1.50], [0.84, -1.42, 0.33], [-0.22, -0.72, 0.11], [-0.31, 0.23, -1.08], [-0.52, 1.91, -0.52], [1.96, -2.32, 1.65], [0.56, -1.53, 2.30], [-1.03, -0.65, 0.90], [-1.13, -0.01, -1.77], [0.63, 0.10, -1.58], [-1.74, 1.72, -0.05]],
  "relative_energy_kj_mol": 154.1,
  "lumo_ev": 0.917,
  "homo_lumo_gap_ev": 10.00
}

[3]
{
  "formula": "C15H16N7O5S3",
  "method": "wB97M-V/def2-TZVPD",
  "elements": ["C", "H", "H", "H", "O", "C", "N", "C", "O", "C", "H", "H", "S", "C", "C", "N", "H", "H", "H", "C", "N", "C", "O", "C", "C", "C", "H", "H", "S", "C", "N", "N", "N", "N", "C", "H", "H", "H", "C", "H", "H", "S", "C", "O", "O", "H"],
  "xyz": [[-4.08, -1.14, 1.87], [-4.07, -0.06, 1.72], [-3.37, -1.32, 2.62], [-5.06, -1.64, 1.81], [-3.52, -1.84, 0.43], [-2.33, -1.30, 0.32], [-2.36, -0.19, -0.45], [-2.71, 1.21, -0.48], [-3.27, 1.61, 0.56], [-2.36, 2.10, -1.53], [-2.73, 1.91, -2.46], [-3.01, 3.19, -1.47], [-0.58, 2.28, -1.72], [-0.37, 3.41, 0.03], [-0.91, 4.64, -0.25], [-1.40, 5.68, -0.14], [-0.89, 2.60, 0.82], [0.64, 3.26, 0.30], [-1.78, -0.15, -1.60], [-1.42, -2.27, -0.23], [-0.27, -1.90, 0.34], [-1.26, -1.05, 1.59], [-1.34, -1.50, 2.60], [0.58, -0.95, 0.06], [1.17, -0.98, -1.59], [2.19, -0.15, -1.97], [2.00, 0.64, -1.55], [2.07, 0.00, -3.07], [3.80, -0.69, -1.51], [4.18, 0.19, -0.07], [4.63, 1.56, -0.07], [4.69, 1.65, 1.15], [4.37, 0.71, 1.97], [3.95, -0.41, 1.08], [3.44, -1.62, 1.52], [4.21, -1.79, 2.27], [3.41, -2.19, 0.47], [2.50, -1.43, 2.26], [0.71, -2.31, -2.08], [0.94, -2.23, -3.04], [1.08, -3.36, -1.44], [-1.27, -2.29, -1.90], [0.53, 0.19, 0.76], [1.39, 0.99, 0.71], [-0.58, 0.30, 1.37], [-1.57, -3.37, -0.03]],
  "lumo_ev": 2.262,
  "homo_lumo_gap_ev": 6.38,
  "charge": -1
}

[4]
{
  "formula": "C36H29ClIN5O2S2Sr",
  "method": "wB97M-V/def2-TZVPD",
  "elements": ["Sr", "N", "C", "S", "N", "N", "C", "C", "C", "C", "C", "C", "C", "C", "C", "C", "C", "C", "N", "H", "H", "H", "H", "H", "H", "H", "H", "H", "H", "H", "Cl", "C", "C", "C", "I", "C", "O", "C", "N", "C", "C", "C", "C", "H", "H", "H", "H", "O", "S", "C", "C", "C", "C", "C", "C", "C", "C", "C", "C", "C", "C", "C", "C", "H", "H", "H", "H", "H", "H", "H", "H", "H", "H", "H", "H", "H", "H"],
  "xyz": [[1.16, 1.66, -0.44], [2.21, -1.40, 2.56], [2.09, -0.11, 2.12], [3.41, 0.56, 1.24], [0.94, 0.46, 2.49], [0.77, 1.69, 1.95], [-0.09, 2.51, 2.44], [-0.97, 2.20, 3.59], [-2.35, 2.32, 3.45], [-3.19, 2.01, 4.51], [-2.66, 1.59, 5.72], [-1.28, 1.48, 5.87], [-0.44, 1.77, 4.81], [-0.16, 3.85, 1.78], [-0.83, 4.91, 2.38], [-0.83, 6.15, 1.77], [-0.17, 6.30, 0.56], [0.49, 5.20, 0.04], [0.51, 4.01, 0.62], [3.14, -1.79, 2.53], [1.61, -1.68, 3.32], [-2.76, 2.63, 2.50], [-4.27, 2.09, 4.39], [-3.32, 1.36, 6.55], [-0.87, 1.15, 6.81], [0.63, 1.67, 4.92], [-1.33, 4.76, 3.33], [-1.35, 6.98, 2.23], [-0.16, 7.25, 0.04], [1.02, 5.29, -0.90], [-2.37, 3.80, -6.45], [-1.88, 3.30, -4.86], [-2.59, 3.73, -3.77], [-2.24, 3.33, -2.48], [-3.35, 3.98, -0.84], [-1.18, 2.46, -2.22], [-0.89, 2.00, -1.05], [-0.38, 2.08, -3.38], [0.73, 1.34, -3.14], [1.44, 0.90, -4.15], [1.11, 1.17, -5.49], [0.02, 1.96, -5.75], [-0.76, 2.46, -4.69], [-3.44, 4.39, -3.91], [2.32, 0.31, -3.91], [1.72, 0.77, -6.29], [-0.24, 2.22, -6.77], [1.25, -0.55, -0.82], [0.34, -1.64, -1.33], [1.44, -2.90, -2.05], [2.45, -3.48, -1.10], [2.35, -4.81, -0.71], [3.25, -5.36, 0.18], [4.27, -4.56, 0.71], [4.37, -3.24, 0.33], [3.47, -2.69, -0.58], [-0.19, -2.50, 0.16], [-1.11, -3.64, -0.16], [-2.26, -3.44, -0.92], [-3.10, -4.50, -1.22], [-2.80, -5.77, -0.76], [-1.66, -5.99, 0.00], [-0.82, -4.93, 0.29], [1.90, -2.37, -2.88], [0.77, -3.66, -2.45], [1.55, -5.43, -1.12], [3.17, -6.40, 0.47], [4.97, -4.99, 1.41], [5.15, -2.60, 0.74], [3.55, -1.65, -0.84], [-0.67, -1.71, 0.75], [0.71, -2.81, 0.70], [-2.51, -2.44, -1.26], [-4.00, -4.32, -1.80], [-3.46, -6.60, -1.00], [-1.43, -6.98, 0.36], [0.08, -5.09, 0.88]],
  "relative_energy_kj_mol": 76.2,
  "lumo_ev": 0.139,
  "homo_lumo_gap_ev": 7.42
}

[5]
{
  "formula": "C18H14BCl2F3O",
  "method": "wB97M-V/def2-TZVPD",
  "elements": ["C", "C", "C", "C", "C", "B", "F", "F", "F", "O", "H", "H", "H", "H", "H", "Cl", "C", "C", "C", "C", "C", "C", "C", "C", "C", "Cl", "C", "C", "C", "C", "H", "H", "H", "H", "H", "H", "H", "H", "H"],
  "xyz": [[2.76, 4.09, 1.80], [1.41, 3.61, 1.60], [0.40, 4.33, 1.08], [-0.76, 3.53, 1.23], [-0.44, 2.54, 2.15], [1.07, 0.16, -1.53], [0.12, 1.09, -1.86], [2.08, 0.69, -0.87], [-1.07, 1.68, 2.95], [0.88, 2.46, 2.24], [2.80, 5.18, 1.70], [3.18, 3.74, 2.74], [3.52, 3.62, 1.17], [0.50, 5.35, 0.64], [-1.60, 3.52, 0.53], [-5.87, -2.21, -0.61], [-4.25, -1.66, -0.35], [-3.79, -1.21, 0.90], [-2.46, -0.78, 1.13], [-1.50, -0.70, 0.05], [-0.06, -0.53, 0.21], [0.75, -1.76, -0.36], [1.43, -2.84, 0.20], [2.30, -3.65, -0.59], [2.47, -3.39, -1.97], [3.46, -4.42, -2.98], [1.88, -2.29, -2.56], [1.00, -1.49, -1.77], [-2.03, -1.21, -1.18], [-3.36, -1.67, -1.40], [-4.53, -1.22, 1.71], [-2.11, -0.67, 2.17], [0.31, -0.10, 1.12], [1.27, -3.07, 1.26], [2.88, -4.47, -0.17], [2.06, -2.02, -3.59], [0.37, -0.74, -2.44], [-1.36, -1.44, -1.99], [-3.72, -2.06, -2.36]],
  "relative_energy_kj_mol": 443.2,
  "lumo_ev": -1.280,
  "homo_lumo_gap_ev": 5.79
}

[6]
{
  "formula": "C4H8O2",
  "method": "wB97M-V/def2-TZVPD",
  "elements": ["C", "O", "C", "C", "C", "O", "H", "H", "H", "H", "H", "H", "H", "H"],
  "xyz": [[1.96, -0.38, -0.52], [1.11, 0.21, 0.43], [-0.21, 0.43, -0.10], [-1.08, -0.68, -0.42], [-0.97, 1.23, 0.89], [-1.85, 0.74, 1.73], [2.91, -0.58, -0.02], [1.55, -1.32, -0.90], [2.14, 0.30, -1.37], [-0.13, 1.10, -0.98], [-1.42, -0.83, -1.44], [-0.98, -1.59, 0.19], [-1.96, -0.20, 1.42], [-0.90, 2.32, 0.96]],
  "relative_energy_kj_mol": 488.0,
  "lumo_ev": [0.715, -0.492],
  "homo_lumo_gap_ev": [9.16, 6.58]
}

Maximum force across the listed records, respectively: 0.06258, 0.04488, 0.25114, 0.05114, 0.12459, 0.03387 hartree/bohr.
Molecular weight across the listed records, respectively: 119.21, 90.15, 470.54, 877.77, 385.02, 88.11 g/mol.